Entry w
A 2-piece molecular cluster, C5H15N2O overall, computed with ωB97M-V/def2-TZVPD.

```
23
Properties=species:S:1:pos:R:3:lowdin_charge:R:1
C -0.87943 1.25345 1.89402 -0.43
N -0.47265 2.52837 1.49209 -0.13
C 0.68021 2.77241 0.68432 -0.15
O -0.23271 0.16781 1.55878 -0.26
H -1.75127 1.18340 2.53733 0.05
H -0.88205 3.28442 2.01037 0.10
H 1.59459 2.63315 1.27472 0.07
H 0.64344 3.75584 0.21683 0.07
H 0.74470 2.02886 -0.12517 0.05
C -1.76331 -1.50653 -1.40143 -0.07
C -0.39340 -2.02912 -1.02119 -0.21
N 0.48164 -0.86640 -0.70123 -0.06
C 1.83530 -1.25930 -0.22501 -0.02
H -1.66613 -0.81890 -2.24067 0.08
H -2.45389 -2.31423 -1.64168 0.08
H -2.22139 -1.00183 -0.54843 0.08
H -0.35319 -2.64254 -0.12285 0.13
H 0.06258 -2.58901 -1.83826 0.12
H 0.04242 -0.34060 0.11454 0.06
H 0.54452 -0.21021 -1.47766 0.16
H 1.70208 -1.63673 0.78188 0.10
H 2.49177 -0.39720 -0.30304 0.09
H 2.24617 -1.99509 -0.91828 0.09
```

## Properties
* charge: 0
* lowest unoccupied orbital energy (spin up / spin down): 0.513 / 0.416 eV
* HOMO (spin up / spin down): -2.69 / -7.61 eV
* Kohn-Sham gap (spin up / spin down): 3.20 / 8.03 eV
* 2S+1: 2

***

Entry x
One molecule with the formula C5H15N2O, computed with ωB97M-V/def2-TZVPD.

```
23
Properties=species:S:1:pos:R:3:lowdin_charge:R:1
N 2.07904 -0.16032 -1.43393 0.09
C 0.62627 -0.00491 -1.03591 -0.37
C 0.27842 1.44203 -0.95015 -0.27
O 1.44426 2.30083 -0.88604 -0.15
C 0.39099 -0.79542 0.28908 -0.23
N -0.94612 -0.46633 0.67251 -0.30
C -1.98042 -1.37717 0.28053 -0.12
C -1.03703 -0.00188 2.13301 -0.05
H 2.16834 0.13471 -2.46524 0.06
H 2.52795 0.50710 -0.78942 0.08
H 2.54865 -1.03573 -1.34495 0.02
H -0.09975 -0.57766 -1.84142 0.15
H -0.36892 1.93077 -1.82207 0.15
H -0.37689 1.63333 -0.05736 0.11
H 1.19076 2.96379 -0.16002 0.12
H 1.07095 -0.35828 1.06567 0.11
H 0.68940 -1.88297 0.24423 0.12
H -2.04156 -1.30541 -0.88090 0.12
H -1.87039 -2.41311 0.74754 0.10
H -2.91374 -1.22759 0.73286 0.04
H -1.13255 1.08265 2.29345 0.06
H -2.09547 -0.26566 2.48244 0.10
H -0.15220 -0.12281 2.72609 0.06
```

## Properties
* charge: 0
* lowest unoccupied orbital energy (spin up / spin down): 0.621 / 0.385 eV
* HOMO (spin up / spin down): -3.32 / -8.89 eV
* Kohn-Sham gap (spin up / spin down): 3.94 / 9.28 eV
* 2S+1: 2

***

Sorted by energy, starting with the most stable: entry w, entry x.

***

Entry w
One molecule with the formula C20H23N3O3, computed with ωB97M-V/def2-TZVPD.

```
49
Properties=species:S:1:pos:R:3:lowdin_charge:R:1
C 2.85316 1.28654 -0.40820 -0.03
C 2.89637 -0.10451 -0.98152 -0.21
C 3.91320 -0.47280 -1.85441 -0.03
C 3.93930 -1.76090 -2.35322 -0.13
N 3.04257 -2.69254 -2.04107 0.10
C 2.06760 -2.36510 -1.19623 -0.27
C 1.08178 -3.44389 -0.84891 -0.02
C 1.95785 -1.07856 -0.65422 -0.06
C 0.83881 -0.79651 0.30418 -0.46
O 0.75665 -1.33049 1.39826 0.08
N -0.09762 0.07983 -0.13910 0.10
C -1.24740 0.42435 0.67233 -0.10
C -2.23859 -0.73923 0.81851 -0.27
C -2.84224 -1.16924 -0.51372 -0.07
C -3.73435 -0.09590 -1.07238 -0.18
C -3.87690 0.08903 -2.44453 -0.04
C -4.70372 1.07880 -2.94786 -0.09
C -5.39365 1.90613 -2.07131 -0.08
C -5.24530 1.73606 -0.70593 -0.04
C -4.42120 0.73763 -0.19469 -0.16
C -4.30188 0.60607 1.30204 -0.08
N -3.30586 -0.36919 1.73289 -0.01
C -3.25845 -0.60831 3.08400 -0.42
O -4.07165 -0.12079 3.83797 0.09
C -2.14149 -1.53118 3.57206 -0.17
O -2.19245 -1.61478 4.97608 -0.03
H 2.54852 1.27759 0.63832 0.09
H 3.83598 1.74989 -0.47608 0.08
H 2.15059 1.92333 -0.94935 0.08
H 4.68099 0.23674 -2.13462 0.11
H 4.72259 -2.06816 -3.03801 0.11
H 1.19019 -3.74064 0.19417 0.09
H 0.05228 -3.10122 -0.97774 0.07
H 1.25752 -4.30142 -1.49271 0.08
H -0.00993 0.45559 -1.06742 0.15
H -0.91040 0.72520 1.66717 0.14
H -1.73953 1.28280 0.21355 0.14
H -1.69861 -1.58448 1.23595 0.12
H -2.05207 -1.41755 -1.22494 0.11
H -3.41459 -2.08578 -0.34352 0.14
H -3.33162 -0.55629 -3.12455 0.11
H -4.80656 1.20892 -4.01728 0.10
H -6.04158 2.68512 -2.45147 0.10
H -5.77660 2.38827 -0.02153 0.12
H -4.07908 1.58866 1.73504 0.14
H -5.26139 0.31171 1.72981 0.14
H -2.27359 -2.51091 3.10013 0.14
H -1.17006 -1.14730 3.24152 0.11
H -2.01733 -2.52050 5.23834 0.09
```

## Properties
* charge: 0
* lowest unoccupied orbital energy: 0.425 eV
* HOMO: -9.05 eV
* Kohn-Sham gap: 9.48 eV

***

Entry x
One molecule with the formula C20H23N3O3, computed with ωB97M-V/def2-TZVPD.

```
49
Properties=species:S:1:pos:R:3:lowdin_charge:R:1
C -2.47339 2.08893 4.18989 -0.11
C -2.67973 1.71649 2.72689 -0.26
C -2.91139 0.22101 2.50841 -0.18
C -1.73340 -0.65526 2.92486 -0.21
O -0.60364 -0.29714 2.15622 -0.05
C 0.57363 -0.95303 2.38569 -0.20
C 0.73861 -2.00383 3.27367 -0.02
C 1.97710 -2.61354 3.41436 -0.09
C 3.05603 -2.18002 2.67122 -0.09
C 2.90936 -1.12449 1.78571 -0.01
C 1.68013 -0.50270 1.63677 -0.13
N 1.46586 0.58369 0.78136 0.17
C 2.26132 1.02746 -0.21859 -0.47
O 3.34005 0.56089 -0.52111 0.07
C 1.65854 2.20216 -0.98705 -0.04
H 2.45366 2.64970 -1.58420 0.13
H 1.25763 2.94793 -0.29950 0.12
C 0.52701 1.71945 -1.90254 -0.21
N 0.88225 0.46585 -2.52298 0.08
C -0.07931 -0.26078 -3.17877 -0.20
C 0.21334 -1.16928 -4.19089 -0.02
C -0.79798 -1.90299 -4.78445 -0.10
C -2.11317 -1.74399 -4.38150 -0.10
C -2.41794 -0.85911 -3.35943 -0.03
C -1.41099 -0.12698 -2.75709 -0.17
N -1.67519 0.72408 -1.67608 0.18
C -0.78341 1.56434 -1.12210 -0.42
O -1.01960 2.19378 -0.10814 0.06
H -2.58112 0.65337 -1.23025 0.16
H -3.43691 -0.74208 -3.01994 0.11
H -2.89988 -2.31306 -4.85103 0.10
H -0.55625 -2.60081 -5.57149 0.10
H 1.23958 -1.29599 -4.50158 0.11
H 1.82873 0.39799 -2.86548 0.15
H 0.32856 2.50710 -2.66045 0.16
H 0.56147 1.02473 0.90532 0.12
H 3.74455 -0.77800 1.20126 0.10
H 4.01821 -2.65629 2.77842 0.10
H 2.08517 -3.43206 4.10998 0.10
H -0.09195 -2.36287 3.86050 0.10
H -1.98663 -1.71093 2.74803 0.13
H -1.51922 -0.52510 3.99309 0.12
H -3.10615 0.04773 1.44841 0.10
H -3.78620 -0.10748 3.07448 0.12
H -3.55293 2.25036 2.34519 0.11
H -1.81994 2.03189 2.13667 0.08
H -2.43324 3.17029 4.29603 0.07
H -1.54104 1.68186 4.57279 0.07
H -3.29268 1.71483 4.80186 0.07
```

## Properties
* charge: 0
* lowest unoccupied orbital energy: 0.643 eV
* HOMO: -7.97 eV
* Kohn-Sham gap: 8.62 eV

***

Entry y
One molecule with the formula C20H23N3O3, computed with ωB97M-V/def2-TZVPD.

```
49
Properties=species:S:1:pos:R:3:lowdin_charge:R:1
C 4.15143 2.85984 -7.16999 -0.07
C 4.16280 1.71249 -6.17196 -0.29
O 4.88524 2.12441 -5.03092 -0.16
C 5.16145 1.10819 -4.09830 -0.23
C 3.95146 0.67609 -3.26339 -0.15
H 3.17708 0.26382 -3.91527 0.10
H 4.26500 -0.10833 -2.57355 0.12
C 3.38418 1.85774 -2.47242 -0.18
N 2.18690 1.50657 -1.74821 0.06
C 2.20006 1.21633 -0.42342 -0.46
O 3.20939 1.28957 0.25242 0.06
C 0.88304 0.80308 0.14437 -0.14
C -0.32474 1.23112 -0.38472 0.04
C -1.49077 0.79254 0.22754 -0.22
N -2.80230 1.07101 -0.07169 0.12
C -3.49699 0.42950 0.81108 -0.12
N -2.74670 -0.28649 1.70346 0.04
C -1.43649 -0.06995 1.34943 -0.14
C -0.22762 -0.46546 1.90170 0.01
C 0.91791 -0.01869 1.28226 -0.01
H 1.88907 -0.28727 1.66946 0.12
H -0.18412 -1.08816 2.78134 0.12
C -3.24460 -1.08674 2.74428 -0.13
C -4.16489 -0.56239 3.63791 -0.01
C -4.67267 -1.34403 4.66122 -0.09
C -4.25122 -2.65376 4.79073 -0.08
C -3.33931 -3.19452 3.89872 -0.01
C -2.83128 -2.42654 2.85844 -0.21
O -1.96720 -2.87000 1.90770 -0.08
C -1.49866 -4.19420 1.98170 -0.07
H -2.31605 -4.91594 1.88631 0.10
H -0.81654 -4.30784 1.14092 0.10
H -0.95624 -4.37742 2.91454 0.10
H -3.03682 -4.22298 4.01465 0.11
H -4.63485 -3.27019 5.58931 0.11
H -5.38689 -0.92810 5.35407 0.10
H -4.47107 0.46717 3.52750 0.12
H -4.56977 0.42787 0.85080 0.13
H -0.38668 1.91446 -1.21715 0.12
H 1.35864 1.30714 -2.28493 0.13
H 3.16778 2.68416 -3.15534 0.12
H 4.11509 2.18901 -1.73167 0.13
H 5.92386 1.53113 -3.43895 0.13
H 5.58447 0.23034 -4.61149 0.12
H 4.64211 0.82481 -6.61513 0.12
H 3.13018 1.44199 -5.90495 0.11
H 3.59751 2.57435 -8.06002 0.07
H 5.16925 3.11849 -7.44762 0.08
H 3.68519 3.73256 -6.72167 0.07
```

## Properties
* charge: 0
* lowest unoccupied orbital energy: 0.633 eV
* HOMO: -8.53 eV
* Kohn-Sham gap: 9.16 eV

***

Entry z
One molecule with the formula C20H23N3O3, computed with ωB97M-V/def2-TZVPD.

```
49
Properties=species:S:1:pos:R:3:lowdin_charge:R:1
C -1.40810 1.15267 -2.30698 -0.06
H -1.09216 1.90316 -3.02830 0.08
H -1.78485 0.29236 -2.85151 0.06
H -0.54404 0.82383 -1.73612 0.05
C -2.47982 1.74170 -1.38664 -0.21
N -2.83882 0.91002 -0.25737 -0.10
C -2.03067 0.86251 0.86182 -0.22
C -0.81809 1.56418 0.92140 -0.04
C -0.00359 1.50830 2.03379 -0.09
C -0.36130 0.76309 3.14337 -0.11
C -1.57361 0.09676 3.12365 -0.10
C -2.39372 0.14479 2.01303 -0.06
H -3.33860 -0.37500 2.06904 0.10
H -1.89148 -0.47390 3.98534 0.10
H 0.28390 0.70859 4.00663 0.10
H 0.93127 2.05062 2.02501 0.11
H -0.48714 2.15884 0.08884 0.09
C -3.88892 -0.05462 -0.46565 -0.14
H -4.44733 -0.19527 0.46301 0.11
H -4.58910 0.34974 -1.20132 0.12
C -3.40184 -1.43105 -0.97845 -0.14
N -2.26561 -1.90994 -0.23197 0.07
C -1.04018 -2.04246 -0.78523 -0.48
O -0.84475 -2.01692 -1.98135 0.07
C 0.06447 -2.26783 0.23742 -0.01
C 1.39986 -1.76759 -0.30560 -0.20
C 2.55979 -2.38814 0.47370 -0.41
O 2.50195 -3.48980 0.97439 0.09
N 3.68037 -1.63145 0.51218 0.17
C 3.75258 -0.32871 0.01520 -0.16
C 4.95534 0.35625 -0.05577 -0.02
C 4.97987 1.66657 -0.50123 -0.09
C 3.80168 2.29248 -0.87033 -0.09
C 2.59802 1.61167 -0.81069 0.00
C 2.56324 0.29528 -0.37369 -0.20
O 1.36804 -0.34781 -0.28549 0.01
H 1.67459 2.08623 -1.09841 0.11
H 3.81730 3.31586 -1.21187 0.10
H 5.91783 2.19691 -0.55282 0.10
H 5.86509 -0.13981 0.24905 0.11
H 4.50208 -2.02870 0.94958 0.16
H 1.49620 -2.10579 -1.35412 0.17
H 0.16138 -3.33574 0.44513 0.14
H -0.16102 -1.74007 1.16539 0.13
H -2.34352 -1.90200 0.77320 0.12
H -4.22923 -2.14618 -0.91129 0.12
H -3.07763 -1.36793 -2.01886 0.11
H -3.39094 1.92235 -1.96554 0.12
H -2.14880 2.71194 -1.00358 0.11
```

## Properties
* charge: 0
* lowest unoccupied orbital energy: 0.793 eV
* HOMO: -7.63 eV
* Kohn-Sham gap: 8.42 eV

***

Sorted by energy, starting with the most stable: entry x, entry w, entry z, entry y.